w | Entry from the Open Molecules 2025 dataset: a single CH4O2S molecule (wB97M-V/def2-TZVPD).

```
8
Properties=species:S:1:pos:R:3
C 0.1036 -0.5677 0.6504
S -0.1582 0.5641 -0.6673
O -0.7152 -0.1502 -1.7642
O -0.8781 1.6925 -0.1180
H -0.7260 -1.0781 1.1922
H 0.7738 -1.3603 0.4922
H 0.5814 -0.0882 1.4452
H 1.0187 0.9880 -1.2304
```

**LUMO level**: 0.5000 eV
**M**: 80.108 g/mol
**SMILES**: C[SH](=O)=O
**Charge**: 0
**Spin multiplicity**: 1

x | Entry from the Open Molecules 2025 dataset: a single CH4O2S molecule (wB97M-V/def2-TZVPD).

```
8
Properties=species:S:1:pos:R:3
C -0.3989 -0.9101 -0.5682
S 0.4250 0.7920 0.4852
O 1.1325 0.2841 1.6240
O 1.0873 1.6775 -0.4211
H 0.3601 -1.1952 -1.2731
H -0.6182 -1.6388 0.1888
H -1.2744 -0.4875 -1.0374
H -0.7134 1.4780 1.0019
```

**LUMO level**: 0.2974 eV
**M**: 80.108 g/mol
**SMILES**: C[SH](=O)=O
**Charge**: 0
**Spin multiplicity**: 1

y | Entry from the Open Molecules 2025 dataset: a single CH4O2S molecule (wB97M-V/def2-TZVPD).

```
8
Properties=species:S:1:pos:R:3
C -0.8431 0.0983 0.3670
S 0.8085 -0.2018 -0.2298
O 2.0457 1.2494 -0.0259
O 1.2417 -1.4949 0.2901
H -1.2373 -0.7613 0.9352
H -1.1514 1.1333 0.9124
H -1.4364 0.1394 -0.5829
H 0.5721 -0.1626 -1.6661
```

**LUMO level**: -0.0144 eV
**M**: 80.108 g/mol
**SMILES**: C[SH](=O)=O
**Charge**: 0
**Spin multiplicity**: 1

Energies in hartree, measured from the most stable structure: w 0.0000; x 0.0136; y 0.1124.

w | Entry from the Open Molecules 2025 dataset: 2 unconnected molecules or ions with the total composition CH4O2S (wB97M-V/def2-TZVPD).

```
8
Properties=species:S:1:pos:R:3
O 1.5896 -0.9278 0.7745
C 1.9076 0.1651 0.2466
O 1.3419 0.6048 -0.8954
H 2.5805 0.8223 0.7539
H 1.5197 1.5072 -1.2415
S -2.2218 -0.0391 -0.0210
H -1.2111 -0.2481 -0.9424
H -2.2372 0.1380 1.2542
```

**LUMO level**: 0.2951 eV
**M**: 80.108 g/mol
**SMILES**: O=CO.S
**Charge**: 0
**Spin multiplicity**: 1

x | Entry from the Open Molecules 2025 dataset: 2 unconnected molecules or ions with the total composition CH4O2S (wB97M-V/def2-TZVPD).

```
8
Properties=species:S:1:pos:R:3
O 2.2722 -1.4477 -0.6900
C 1.1645 -1.1865 -1.0426
O 0.6690 -1.4635 -2.2482
H 0.4343 -0.6475 -0.4389
H 1.3223 -2.0362 -2.6821
S -1.4834 2.7715 2.4715
H -1.9231 1.6395 3.0300
H -2.4559 2.3703 1.6004
```

**LUMO level**: 0.6868 eV
**M**: 80.108 g/mol
**SMILES**: O=CO.S
**Charge**: 0
**Spin multiplicity**: 1

y | Entry from the Open Molecules 2025 dataset: 2 unconnected molecules or ions with the total composition CH4O2S (wB97M-V/def2-TZVPD).

```
8
Properties=species:S:1:pos:R:3
C -0.3084 -0.1379 1.5642
O -0.4417 -0.4476 0.4323
O 0.7073 1.1314 -0.8472
S 0.5763 0.3190 -2.0041
H -0.9325 0.6615 2.1495
H 0.9855 -0.8997 -1.4016
H 0.3786 -0.6822 2.1648
H -0.9651 0.0556 -2.0577
```

**LUMO level**: 0.7397 eV
**M**: 80.108 g/mol
**Charge**: 0
**Spin multiplicity**: 1

Energies in hartree, measured from the most stable structure: w 0.0510; x 0.0000; y 0.1247.

w | Entry from the Open Molecules 2025 dataset: 4 unconnected molecules or ions with the total composition CH10NO4 (wB97M-V/def2-TZVPD).

```
16
Properties=species:S:1:pos:R:3
N 1.5781 1.5529 0.8527
C 1.4588 1.7628 -0.6064
O 1.5423 0.6634 -1.4349
H 0.7968 0.9699 0.9282
H 2.4621 1.1989 1.0780
H 0.5106 2.3292 -0.7838
H 2.2375 2.5666 -0.8201
H 0.1706 -1.2557 0.3620
H 1.0415 0.0034 -0.9611
O -0.2866 -0.7137 -0.3635
H -1.1156 -3.2075 -0.6579
H -1.8252 -1.9462 -0.2119
O -1.9973 -2.9400 -0.2232
H -1.3331 0.1081 0.6624
H -2.1040 -0.6315 1.7579
O -1.8384 0.2925 1.5611
```

**LUMO level**: 4.1783 eV
**M**: 100.094 g/mol
**Charge**: -1
**Spin multiplicity**: 1

x | Entry from the Open Molecules 2025 dataset: 4 unconnected molecules or ions with the total composition CH10NO4 (wB97M-V/def2-TZVPD).

```
16
Properties=species:S:1:pos:R:3
N -1.8084 -0.8868 1.5262
C -0.7829 -1.6051 0.6876
O 0.1520 -0.7545 0.1633
H -1.3992 -0.8876 2.4642
H -1.6155 0.1159 1.3710
H -0.2852 -2.3464 1.3569
H -1.4062 -2.1535 -0.0281
H -0.1223 2.2422 -1.6491
H -0.6132 3.0292 -2.8318
O -0.5198 2.1098 -2.5582
H 0.2554 0.7106 0.0897
H 0.3814 2.1395 0.6719
O 0.4623 1.7012 -0.1835
H 1.9238 -0.6318 -0.5867
H 2.5669 -1.7297 0.0728
O 2.8107 -1.0530 -0.5663
```

**LUMO level**: 3.9498 eV
**M**: 100.094 g/mol
**Charge**: -1
**Spin multiplicity**: 1

Energies in hartree, measured from the most stable structure: w 0.0037; x 0.0000.

w | Entry from the Open Molecules 2025 dataset: 4 unconnected molecules or ions with the total composition CH10NO4 (wB97M-V/def2-TZVPD).

```
16
Properties=species:S:1:pos:R:3
N 1.1862 1.4422 1.9315
C 1.6074 0.4289 0.7422
O 0.4631 0.0055 0.1692
H 0.7685 2.3902 1.4970
H 0.4566 0.9683 2.3556
H 2.2879 1.1107 0.1776
H 2.0527 -0.4632 1.2620
H -0.3275 -2.7183 0.5495
H 0.2019 -1.3911 -0.1815
O 0.0735 -2.4526 -0.1687
H -0.4729 1.0143 -1.0845
H -1.8568 1.7161 -1.0173
O -1.1557 1.3827 -1.6605
H -1.9599 -0.6544 -0.9247
H -1.2671 -1.7007 -1.8516
O -2.0577 -1.0788 -1.7958
```

**LUMO level**: 4.2009 eV
**M**: 100.094 g/mol
**Charge**: -1
**Spin multiplicity**: 1

x | Entry from the Open Molecules 2025 dataset: 4 unconnected molecules or ions with the total composition CH10NO4 (wB97M-V/def2-TZVPD).

```
16
Properties=species:S:1:pos:R:3
N 0.5588 0.9711 2.8253
C 0.1313 0.9878 1.3610
O 0.4932 0.0499 0.4792
H 1.4766 0.6108 2.9007
H 0.0323 0.2369 3.4285
H 0.4991 1.9695 1.0020
H -1.0200 1.0565 1.3662
H 1.3313 0.4811 -3.4287
H 0.2488 1.3289 -2.7907
O 0.6642 1.0806 -3.6972
H -0.0713 -0.5224 -1.2204
H -1.2151 -1.3035 -1.6595
O -0.4638 -0.8693 -2.0344
H -0.6508 -1.1400 1.0180
H -1.0080 -2.7316 1.1951
O -1.2339 -1.8501 1.5332
```

**LUMO level**: 4.0132 eV
**M**: 100.094 g/mol
**Charge**: -1
**Spin multiplicity**: 1

y | Entry from the Open Molecules 2025 dataset: 4 unconnected molecules or ions with the total composition CH10NO4 (wB97M-V/def2-TZVPD).

```
16
Properties=species:S:1:pos:R:3
N -0.0283 -1.4159 1.2074
C 1.1041 -0.4914 1.1361
O 0.7973 0.7273 0.5538
H -0.0102 -2.0961 0.4676
H -0.8904 -0.8921 1.1778
H 1.9287 -0.9808 0.5986
H 1.4033 -0.2700 2.1724
H -1.1960 1.0806 -1.4282
H 0.1955 0.7679 -0.7449
O -0.2937 0.8660 -1.6911
H -0.2594 -0.5468 -2.7154
H -0.1284 -2.0356 -3.0553
O -0.2503 -1.1814 -3.4825
H -0.7003 1.6570 1.3398
H -0.4720 2.6317 2.4529
O -1.1999 2.1797 2.0112
```

**LUMO level**: 4.0206 eV
**M**: 100.094 g/mol
**Charge**: -1
**Spin multiplicity**: 1

Energies in hartree, measured from the most stable structure: w 0.0518; x 0.0297; y 0.0000.

w | Entry from the Open Molecules 2025 dataset: 2 unconnected molecules or ions with the total composition H4OSSi (wB97M-V/def2-TZVPD).

```
7
Properties=species:S:1:pos:R:3
O -0.5004 1.7983 0.3644
Si -0.0533 0.4876 -0.4884
S 1.9651 0.1429 0.0882
H -1.2139 2.3466 0.0482
H -1.5225 -1.2979 0.8855
H -0.8623 0.5400 -1.6588
H 1.5741 1.1891 0.8619
```

**LUMO level (spin up / spin down)**: -0.1838 / -0.1836 eV
**M**: 80.184 g/mol
**Charge**: 0
**Spin multiplicity**: 1

x | Entry from the Open Molecules 2025 dataset: 2 unconnected molecules or ions with the total composition H4OSSi (wB97M-V/def2-TZVPD).

```
7
Properties=species:S:1:pos:R:3
O -0.2262 0.1437 1.6733
Si -1.3843 0.6251 0.8458
H -1.2671 1.1355 -0.5174
H -2.7767 0.6686 1.2633
S 1.8522 -1.3465 -0.7178
H 0.9588 -0.4835 -1.1731
H 2.8432 -0.7429 -1.3740
```

**LUMO level**: -0.4829 eV
**M**: 80.184 g/mol
**SMILES**: O=[SiH2].S
**Charge**: 0
**Spin multiplicity**: 1

Energies in hartree, measured from the most stable structure: w 0.0454; x 0.0000.

w | Entry from the Open Molecules 2025 dataset: a gas-phase ion, C4H9N2O2 (charge -1) (wB97M-V/def2-TZVPD).

```
17
Properties=species:S:1:pos:R:3
C 1.6563 -0.2616 -1.2187
N 0.6415 0.6322 -1.7086
C -0.6056 0.8513 -1.0473
O -1.4523 1.4796 -1.6453
C -0.7787 0.1472 0.2700
N 0.2181 0.3221 1.3188
C 0.0875 -0.8825 2.2691
O -0.1833 -2.0673 1.6796
H 2.2123 -0.7262 -2.0678
H 1.2963 -1.1221 -0.6317
H 2.4006 0.2581 -0.6110
H 0.7207 1.1445 -2.5705
H -1.7588 0.4346 0.7055
H -0.9083 -0.9474 0.0044
H 1.1421 0.3922 0.9251
H -0.7501 -0.6430 2.9357
H 1.0084 -0.8632 2.8590
```

**LUMO level**: 3.7101 eV
**M**: 117.128 g/mol
**SMILES**: CNC(=O)CNC[O-]
**Charge**: -1
**Spin multiplicity**: 1

x | Entry from the Open Molecules 2025 dataset: a gas-phase ion, C4H9N2O2 (charge -1) (wB97M-V/def2-TZVPD).

```
17
Properties=species:S:1:pos:R:3
O -1.3646 -2.3586 2.8517
C -1.3249 -1.7512 1.7808
N -0.2012 -1.5727 1.0447
C -0.2388 -0.5676 -0.0393
C 1.0887 -0.1933 -0.6166
N 0.9442 0.8299 -1.6897
C 0.8291 2.2868 -1.1366
O 0.1729 3.0424 -1.9581
H -2.2871 -1.4144 1.3728
H 0.6931 -1.7021 1.4625
H -0.7204 0.3610 0.2895
H -0.9250 -0.9728 -0.8009
H 1.6095 -1.0303 -1.0870
H 1.5900 0.3948 0.1625
H 0.1071 0.6643 -2.2373
H 1.9223 2.4918 -0.9434
H 0.4634 2.2313 -0.0383
```

**LUMO level**: 3.4790 eV
**M**: 117.128 g/mol
**SMILES**: O=CNCCNC[O-]
**Charge**: -1
**Spin multiplicity**: 1

y | Entry from the Open Molecules 2025 dataset: a molecular structure, C4H9N2O2 (wB97M-V/def2-TZVPD).

```
17
Properties=species:S:1:pos:R:3
O -2.1070 0.5052 0.9408
C -0.9462 -0.0293 0.5758
N -0.9662 -1.4909 0.4773
C -0.2183 0.6511 -0.6296
C -0.8314 1.8996 -1.1583
N 1.1764 0.6537 -0.7146
C 2.0315 -0.4188 0.1168
O 1.7066 -1.6679 0.2207
H -1.4561 -1.8826 1.2689
H 0.0193 -1.7983 0.4308
H -0.2426 0.2050 1.4290
H -0.8908 1.7975 -2.2613
H -0.2167 2.7780 -0.8989
H -1.7836 2.1796 -0.6835
H 0.4249 -0.2682 -1.1769
H 2.0323 0.1286 1.1313
H 3.0324 -0.2882 -0.3266
```

**LUMO level**: 3.2827 eV
**M**: 117.128 g/mol
**Charge**: -1
**Spin multiplicity**: 1

Energies in hartree, measured from the most stable structure: w 0.0000; x 0.0115; y 0.1680.